(1)
A structure of composition C22H43AsN3PbSSb in a non-equilibrium geometry. Source: the Open Molecules 2025 dataset; level of theory: the ωB97M-V functional and the def2-TZVPD basis.

## Properties
Relative energy (zero: lowest compared OMol25 entry of this formula, charge and spin) = 12.63 kcal/mol
Frontier orbital gap = 8.45 eV
Charge = +2
HOMO energy = -13.814 eV
Max |F| = 3.63 eV/Å
Total energy = -4094.83597 a.u.

Last column: Mulliken charge in e.
CARTESIAN COORDINATES (ANGSTROEM)
1 Pb 15.84 10.97 8.20  0.6115
2 C 21.85 9.22 9.31  -1.0626
3 N 20.73 9.37 8.38  -0.1313
4 C 19.79 10.32 8.55  0.4394
5 S 18.63 10.46 7.30  -0.3460
6 N 19.75 11.08 9.63  -0.1373
7 C 18.74 12.16 9.76  -0.3751
8 H 22.56 8.55 8.77  0.3611
9 H 21.50 8.87 10.29  0.3338
10 H 22.49 10.17 9.27  0.3584
11 H 20.70 8.82 7.56  0.2456
12 H 20.52 10.99 10.28  0.2591
13 H 17.88 11.77 10.34  0.2750
14 H 18.40 12.45 8.79  -0.3858
15 H 19.24 12.94 10.33  0.4189
16 C 17.50 12.72 4.15  -1.0074
17 C 17.95 13.56 5.34  -0.6247
18 Sb 16.30 13.47 6.74  0.4842
19 C 14.78 14.49 5.64  -0.8721
20 C 15.17 15.79 4.95  -1.0827
21 C 16.58 14.95 8.26  -0.7272
22 C 17.47 16.03 7.73  -0.9430
23 H 18.30 12.40 3.52  0.4282
24 H 16.82 13.35 3.52  0.2899
25 H 16.95 11.81 4.40  0.0610
26 H 18.20 14.60 4.96  0.4626
27 H 18.81 13.10 5.81  0.5394
28 H 14.02 14.74 6.34  0.5735
29 H 14.34 13.84 4.93  0.5082
30 H 15.77 16.42 5.56  0.1932
31 H 14.33 16.42 4.69  0.3809
32 H 15.74 15.63 4.04  0.2740
33 H 17.11 14.44 9.05  0.3976
34 H 15.57 15.19 8.52  0.4820
35 H 18.49 15.57 7.60  0.2646
36 H 17.65 16.77 8.50  0.4198
37 H 17.15 16.50 6.82  0.1966
38 N 13.40 11.60 7.51  -0.4569
39 C 12.26 11.46 7.23  -0.0410
40 C 10.90 11.22 6.81  0.9945
41 C 9.78 11.96 7.25  -0.5533
42 C 8.55 11.69 6.77  -0.4036
43 C 8.29 10.61 5.93  -0.6260
44 C 9.36 9.87 5.55  -0.6627
45 C 10.69 10.15 5.94  -0.3068
46 H 9.86 12.79 8.02  0.3560
47 H 7.76 12.27 7.18  0.3982
48 H 7.28 10.39 5.65  0.4596
49 H 9.19 9.00 4.92  0.3678
50 H 11.46 9.51 5.64  0.7063
51 C 13.29 7.87 8.15  -1.4074
52 C 13.60 8.42 6.74  0.3760
53 As 15.46 8.76 6.48  0.1833
54 C 15.88 8.98 4.60  -0.4513
55 C 15.45 7.88 3.66  -1.1887
56 C 16.41 7.13 7.11  -0.5110
57 C 16.04 5.73 6.75  -1.2209
58 H 12.25 7.93 8.37  0.4218
59 H 13.85 8.37 8.95  0.2645
60 H 13.58 6.86 8.13  0.3992
61 H 13.07 9.34 6.52  -0.8358
62 H 13.31 7.68 5.96  0.6223
63 H 16.96 9.13 4.56  0.4192
64 H 15.47 9.95 4.33  0.4546
65 H 15.71 6.83 3.92  0.1892
66 H 15.92 8.07 2.70  0.4229
67 H 14.36 7.92 3.54  0.3029
68 H 16.18 7.31 8.18  0.4072
69 H 17.48 7.31 6.90  0.3671
70 H 14.93 5.63 6.63  0.2616
71 H 16.37 5.05 7.54  0.3539
72 H 16.57 5.46 5.82  0.3740

(2)
A structure of composition C61H50AuOP3SSi. Source: the Open Molecules 2025 dataset; level of theory: the ωB97M-V functional and the def2-TZVPD basis.

## Properties
Frontier orbital gap = 6.86 eV
Charge = +2
HOMO energy = -12.476 eV
Max |F| = 0.48 eV/Å
Total energy = -4276.80080 a.u.

Last column: Mulliken charge in e.
CARTESIAN COORDINATES (ANGSTROEM)
1 Au -0.03 -0.39 -0.47  2.0505
2 C -1.53 -5.29 3.17  -0.8605
3 C -1.59 -3.97 3.59  -0.7401
4 C -1.76 -2.95 2.66  -0.2084
5 C -1.87 -3.25 1.30  0.5471
6 C -1.81 -4.57 0.89  -0.9660
7 C -1.65 -5.59 1.82  -0.7100
8 P -1.96 -1.87 0.12  1.9365
9 C -2.80 -2.50 -1.36  0.9771
10 C -2.09 -3.38 -2.19  -0.4061
11 C -2.71 -3.93 -3.30  -1.1074
12 C -4.01 -3.58 -3.62  -0.8209
13 C -4.70 -2.68 -2.82  -0.9046
14 C -4.10 -2.15 -1.69  -0.6691
15 C -3.15 -0.72 0.88  -0.5559
16 C -4.27 -1.21 1.55  -0.1091
17 C -5.21 -0.35 2.09  -1.0463
18 C -5.04 1.02 1.95  -0.8066
19 C -3.93 1.52 1.30  -0.4469
20 C -2.97 0.66 0.76  0.6251
21 Si -1.49 1.43 -0.07  -0.1374
22 C -1.95 2.22 -1.70  0.1743
23 C -2.93 3.21 -1.79  -0.2131
24 C -3.15 3.87 -2.99  -0.8046
25 C -2.39 3.56 -4.11  -1.0049
26 C -1.41 2.58 -4.04  -0.2782
27 C -1.21 1.90 -2.84  -0.1773
28 P 0.03 0.62 -2.62  1.1562
29 C -0.26 -0.70 -3.81  0.5342
30 C 0.62 -1.79 -3.79  -0.3218
31 C 0.56 -2.76 -4.77  -0.8144
32 C -0.41 -2.67 -5.77  -0.8664
33 C -1.32 -1.63 -5.76  -0.8007
34 C -1.25 -0.64 -4.79  -1.0120
35 C 1.61 1.37 -3.08  1.0566
36 C 2.16 1.20 -4.34  -0.6842
37 C 3.32 1.88 -4.69  -0.7136
38 C 3.91 2.75 -3.79  -0.7189
39 C 3.35 2.94 -2.53  -0.5647
40 C 2.21 2.24 -2.17  -0.4093
41 C -0.47 2.62 0.94  0.5027
42 C -0.47 3.99 0.65  -0.4503
43 C 0.16 4.88 1.50  -1.0989
44 C 0.77 4.43 2.66  -0.9821
45 C 0.78 3.07 2.96  -0.4279
46 C 0.21 2.16 2.08  0.1935
47 P 0.13 0.36 2.32  1.4048
48 C 1.76 -0.35 2.63  1.3612
49 C 2.86 0.35 3.13  -0.5460
50 C 3.99 -0.34 3.55  -0.8516
51 C 4.04 -1.72 3.44  -0.8899
52 C 2.97 -2.42 2.90  -0.8281
53 C 1.83 -1.74 2.50  -0.4092
54 C -0.66 0.19 3.95  0.0543
55 C 0.02 -0.36 5.04  -0.7079
56 C -0.62 -0.47 6.27  -0.7764
57 C -1.92 -0.03 6.43  -0.7277
58 C -2.60 0.52 5.35  -0.7421
59 C -1.98 0.63 4.12  -0.2061
60 H -1.41 -6.08 3.89  0.4246
61 H -1.52 -3.72 4.64  0.5248
62 H -1.84 -1.93 3.01  0.2740
63 H -1.92 -4.83 -0.16  0.4196
64 H -1.62 -6.62 1.48  0.4612
65 H -1.07 -3.64 -1.96  0.5893
66 H -2.17 -4.63 -3.92  0.4992
67 H -4.49 -4.01 -4.49  0.4548
68 H -5.72 -2.40 -3.07  0.4887
69 H -4.66 -1.47 -1.06  0.3681
70 H -4.40 -2.28 1.66  0.6254
71 H -6.07 -0.74 2.61  0.4788
72 H -5.77 1.70 2.37  0.4675
73 H -3.80 2.60 1.25  0.3346
74 H -3.53 3.48 -0.93  0.3751
75 H -3.91 4.64 -3.05  0.4963
76 H -2.55 4.09 -5.04  0.4480
77 H -0.81 2.35 -4.91  0.5761
78 H 1.36 -1.86 -3.00  0.5252
79 H 1.25 -3.59 -4.76  0.4552
80 H -0.46 -3.43 -6.54  0.4248
81 H -2.09 -1.57 -6.52  0.4660
82 H -1.96 0.17 -4.80  0.5746
83 H 1.70 0.53 -5.06  0.4800
84 H 3.75 1.73 -5.67  0.4842
85 H 4.81 3.28 -4.07  0.4175
86 H 3.81 3.62 -1.83  0.5119
87 H 1.79 2.38 -1.18  -0.0111
88 H -0.96 4.36 -0.24  0.5817
89 H 0.16 5.94 1.27  0.4917
90 H 1.23 5.13 3.34  0.4467
91 H 1.23 2.73 3.89  0.6185
92 H 2.83 1.42 3.22  0.3161
93 H 4.83 0.20 3.96  0.4873
94 H 4.92 -2.26 3.79  0.4504
95 H 3.00 -3.50 2.82  0.4913
96 H 0.98 -2.30 2.12  0.0806
97 H 1.03 -0.72 4.93  0.4029
98 H -0.08 -0.89 7.11  0.4771
99 H -2.41 -0.11 7.39  0.4299
100 H -3.62 0.87 5.46  0.4919
101 H -2.51 1.06 3.28  0.4504
102 C 4.05 -1.08 -2.49  -0.6008
103 S 3.42 -1.57 -0.89  0.1640
104 O 2.28 -0.60 -0.61  -0.5051
105 C 4.82 -0.99 0.04  0.7920
106 C 4.96 0.36 0.32  -0.1569
107 C 6.09 0.79 1.00  -0.7957
108 C 7.06 -0.13 1.38  -0.5400
109 C 6.91 -1.48 1.10  -0.6614
110 C 5.77 -1.92 0.43  -0.6460
111 H 4.21 0.00 -2.50  -0.0002
112 H 3.36 -1.37 -3.27  0.3253
113 H 5.00 -1.60 -2.63  0.5960
114 H 4.19 1.05 0.02  0.2819
115 H 6.22 1.84 1.22  0.4691
116 H 7.94 0.21 1.90  0.4278
117 H 7.66 -2.19 1.40  0.4694
118 H 5.64 -2.97 0.22  0.4795

(3)
A structure of composition C34H35N7O3SSeSm in a non-equilibrium geometry. Source: the Open Molecules 2025 dataset; level of theory: the ωB97M-V functional and the def2-TZVPD basis.

## Properties
Relative energy (zero: lowest compared OMol25 entry of this formula, charge and spin) = 60.41 kcal/mol
Expectation value of S² = 8.76
Frontier orbital gap (spin up / spin down) = 6.48 / 6.48 eV
Spin multiplicity = 6
Charge = -1
HOMO energy (spin up / spin down) = -4.458 / -4.461 eV
Max |F| = 1.04 eV/Å
Total energy = -5383.32596 a.u.

Last column: Mulliken spin population.
CARTESIAN COORDINATES (ANGSTROEM)
1 Sm 0.11 0.01 0.76  5.0188
2 C -0.45 -3.74 -0.28  0.0030
3 N -0.19 -3.00 0.96  -0.0046
4 C 1.02 -3.56 1.58  -0.0004
5 C 1.64 -2.73 2.70  0.0075
6 C 2.78 -1.81 2.23  -0.0020
7 N 2.33 -0.48 1.86  -0.0035
8 C 3.01 0.49 2.36  0.0046
9 C 2.86 1.90 2.11  0.0024
10 C 3.60 2.78 2.93  0.0017
11 C 3.53 4.14 2.79  -0.0016
12 C 2.69 4.67 1.79  0.0014
13 C 1.97 3.84 0.97  -0.0033
14 C 2.03 2.43 1.08  0.0005
15 O 1.39 1.68 0.23  -0.0005
16 C -1.31 -3.15 1.90  0.0012
17 C -2.73 -3.09 1.33  -0.0002
18 C -3.09 -1.83 0.54  0.0000
19 N -2.37 -0.68 1.03  -0.0027
20 C -2.96 0.17 1.75  0.0010
21 C -2.19 1.33 2.25  -0.0005
22 C -2.92 2.67 2.50  -0.0004
23 C -2.79 3.26 3.86  -0.0002
24 C -1.96 2.71 4.76  -0.0002
25 C -1.14 1.54 4.50  -0.0008
26 C -1.18 0.86 3.33  -0.0042
27 O -0.43 -0.14 2.98  -0.0115
28 H -0.78 -4.77 -0.07  0.0005
29 H 0.47 -3.80 -0.87  0.0002
30 H -1.20 -3.24 -0.88  -0.0011
31 H 1.77 -3.71 0.80  -0.0001
32 H 0.78 -4.57 1.97  0.0002
33 H 2.06 -3.42 3.44  -0.0003
34 H 0.89 -2.12 3.20  -0.0015
35 H 3.27 -2.26 1.35  -0.0018
36 H 3.54 -1.76 3.01  0.0003
37 H 3.83 0.25 3.05  -0.0003
38 H 4.23 2.35 3.70  0.0001
39 H 4.10 4.79 3.43  -0.0001
40 H 2.61 5.74 1.68  0.0001
41 H 1.31 4.25 0.21  0.0000
42 H -1.22 -2.37 2.66  0.0004
43 H -1.22 -4.12 2.41  0.0005
44 H -3.39 -3.16 2.20  -0.0001
45 H -2.92 -3.97 0.70  0.0001
46 H -4.17 -1.68 0.59  0.0005
47 H -2.81 -1.95 -0.51  -0.0012
48 H -4.01 0.06 2.04  0.0006
49 H -3.95 2.68 2.16  0.0001
50 H -3.35 4.16 4.08  0.0000
51 H -1.87 3.17 5.74  0.0000
52 H -0.43 1.24 5.25  0.0000
53 N 1.41 -1.19 -0.86  -0.0001
54 C 2.30 -1.75 -1.35  0.0033
55 C 3.36 -2.44 -1.92  0.0009
56 C 3.75 -3.65 -1.30  0.0002
57 N 4.05 -4.63 -0.77  0.0001
58 C 4.03 -1.95 -3.05  0.0001
59 N 4.59 -1.54 -3.98  0.0001
60 C -0.03 0.09 -7.91  0.0000
61 C -0.53 0.20 -6.49  0.0000
62 C -1.90 0.24 -6.24  0.0000
63 C -2.37 0.37 -4.94  -0.0001
64 C -1.47 0.49 -3.90  0.0003
65 C -0.10 0.43 -4.13  -0.0004
66 C 0.36 0.29 -5.42  -0.0001
67 S -2.07 0.72 -2.21  -0.0005
68 C -1.62 2.47 -2.06  0.0006
69 O -1.11 -0.04 -1.35  0.0070
70 H -0.69 -0.53 -8.51  0.0000
71 H 0.97 -0.34 -7.93  0.0000
72 H 0.02 1.07 -8.37  0.0000
73 H -2.60 0.15 -7.06  0.0000
74 H -3.44 0.39 -4.73  0.0000
75 H 0.59 0.48 -3.29  -0.0003
76 H 1.43 0.23 -5.61  0.0000
77 H -0.88 2.75 -2.81  -0.0001
78 H -1.21 2.59 -1.06  0.0003
79 H -2.52 3.07 -2.16  0.0000
80 Se -1.75 4.80 0.66  -0.0002
81 C -1.96 3.16 1.41  0.0021
82 N -1.38 1.99 1.18  -0.0159

What is the formula in the third record? C34H35N7O3SSeSm

Which of these has the highest max |F|? C22H43AsN3PbSSb

Among the records above, which one has the highest max |F|? C22H43AsN3PbSSb